Record 1
Formula: C5H12N2
Source: the Open Molecules 2025 dataset
Level of theory: ωB97M-V/def2-TZVPD

Computed properties:
ΔE to the lowest compared entry with this formula, charge and spin	1.615	eV
gap between HOMO and LUMO	0.351	Eh
total charge	0
SMILES string	C=CCC(C)(N)N

Geometry (Å):
C (-2.444, -0.648, 0.459)
C (-1.599, -0.566, -0.589)
C (-0.687, 0.545, -0.805)
C (0.812, 0.276, 0.157)
C (1.798, -0.457, -0.738)
N (0.522, -0.461, 1.337)
N (1.269, 1.581, 0.485)
H (-3.119, -1.483, 0.562)
H (-2.778, 0.248, 0.965)
H (-1.389, -1.469, -1.154)
H (-1.075, 1.480, -0.401)
H (-0.408, 0.695, -1.844)
H (2.702, -0.688, -0.172)
H (1.361, -1.382, -1.104)
H (2.072, 0.173, -1.580)
H (-0.424, -0.191, 1.713)
H (0.423, -1.451, 1.142)
H (2.257, 1.761, 0.379)
H (0.705, 2.039, 1.188)

---

Record 2
Formula: C5H12N2
Source: the Open Molecules 2025 dataset
Level of theory: ωB97M-V/def2-TZVPD

Computed properties:
ΔE to the lowest compared entry with this formula, charge and spin	5.050	eV
gap between HOMO and LUMO (alpha / beta)	0.335 / 0.229	Eh
total charge	0

Geometry (Å):
C (0.016, 0.087, -0.743)
C (-0.247, 1.478, -0.195)
N (0.232, 0.087, -2.123)
C (1.143, -0.770, 0.211)
C (2.285, -0.026, 0.539)
H (-0.814, -0.606, -0.434)
H (0.377, -0.813, -2.554)
H (0.814, 0.813, -2.513)
H (1.338, -1.688, -0.343)
H (-0.316, 1.456, 0.892)
H (-1.198, 1.840, -0.591)
H (0.531, 2.190, -0.474)
H (3.249, -0.209, 0.081)
H (2.220, 0.826, 1.205)
C (-2.509, -0.910, 1.506)
N (-1.777, -1.598, 0.775)
H (0.422, -0.980, 1.026)
H (-3.388, -1.348, 2.021)
H (-2.379, 0.172, 1.716)

---

Record 3
Formula: C5H12N2
Source: the Open Molecules 2025 dataset
Level of theory: ωB97M-V/def2-TZVPD

Computed properties:
ΔE to the lowest compared entry with this formula, charge and spin	1.481	eV
gap between HOMO and LUMO	0.343	Eh
total charge	0
SMILES string	C=C(N)C[C@@H](C)N

Geometry (Å):
C (0.523, 0.999, 1.976)
C (0.918, 0.214, 0.981)
N (1.573, -0.996, 1.226)
C (0.592, 0.450, -0.474)
C (-0.708, -0.299, -0.826)
C (-1.950, 0.495, -0.360)
N (-0.679, -0.768, -2.203)
H (0.878, 0.950, 2.997)
H (0.087, 1.967, 1.739)
H (2.162, -1.248, 2.008)
H (1.352, -1.823, 0.711)
H (1.401, 0.148, -1.140)
H (0.504, 1.509, -0.719)
H (-0.718, -1.223, -0.241)
H (-2.015, 0.341, 0.715)
H (-2.037, 1.569, -0.509)
H (-2.842, 0.235, -0.933)
H (-1.489, -0.950, -2.750)
H (0.114, -0.455, -2.726)

---

Record 4
Formula: C5H12N2
Source: the Open Molecules 2025 dataset
Level of theory: ωB97M-V/def2-TZVPD

Computed properties:
ΔE to the lowest compared entry with this formula, charge and spin	1.395	eV
gap between HOMO and LUMO	0.346	Eh
total charge	0
SMILES string	C[C@@H](N)C/C=C/N

Geometry (Å):
C (0.546, 1.474, 1.082)
C (1.197, 0.567, 0.010)
N (2.644, 0.487, 0.199)
C (0.606, -0.862, 0.009)
C (-0.672, -0.754, -0.802)
C (-1.869, -0.985, -0.265)
N (-3.074, -0.757, -0.986)
H (-0.490, 1.662, 0.797)
H (0.604, 1.031, 2.073)
H (1.076, 2.425, 1.003)
H (1.040, 1.055, -0.951)
H (2.974, -0.048, 0.988)
H (3.074, 1.399, 0.182)
H (0.265, -1.478, 0.839)
H (1.396, -1.440, -0.484)
H (-0.738, -0.119, -1.681)
H (-2.008, -1.302, 0.764)
H (-2.869, -0.821, -1.976)
H (-3.702, -1.534, -0.803)

---

Record 5
Formula: C5H12N2
Source: the Open Molecules 2025 dataset
Level of theory: ωB97M-V/def2-TZVPD

Computed properties:
ΔE to the lowest compared entry with this formula, charge and spin	4.051	eV
gap between HOMO and LUMO	0.295	Eh
total charge	0
SMILES string	C=C(CCN)NC

Geometry (Å):
C (-1.487, -0.783, 0.377)
C (-0.138, -0.540, 0.375)
C (0.562, 0.638, 1.098)
C (0.372, 1.953, 0.320)
N (-0.987, 2.117, -0.179)
N (0.622, -1.682, 0.185)
C (0.542, -2.299, -1.182)
H (-2.046, -0.181, 1.109)
H (-1.631, -1.492, -0.552)
H (0.348, 0.806, 2.214)
H (1.563, 0.443, 0.943)
H (0.965, 2.129, -0.596)
H (0.638, 2.772, 0.939)
H (-1.739, 2.552, 0.391)
H (-0.954, 2.451, -1.158)
H (1.681, -1.708, 0.389)
H (1.643, -2.415, -1.624)
H (-0.058, -3.263, -1.292)
H (0.103, -1.498, -1.756)

---

Record 6
Formula: C5H12N2
Source: the Open Molecules 2025 dataset
Level of theory: ωB97M-V/def2-TZVPD

Computed properties:
ΔE to the lowest compared entry with this formula, charge and spin	2.841	eV
gap between HOMO and LUMO	0.363	Eh
total charge	0
SMILES string	C[C@@H]1C[C@H](C)N1N

Geometry (Å):
C (-0.452, -0.418, 2.155)
C (0.505, -0.163, 1.033)
C (0.345, 1.248, 0.271)
C (0.152, 0.350, -1.051)
C (-1.157, 0.668, -1.655)
N (0.160, -0.864, -0.156)
N (1.042, -1.976, -0.343)
H (-1.433, -0.478, 1.646)
H (-0.685, 0.310, 2.905)
H (-0.284, -1.443, 2.430)
H (1.566, -0.311, 1.410)
H (1.231, 1.893, 0.212)
H (-0.585, 1.662, 0.500)
H (0.992, 0.457, -1.703)
H (-1.518, -0.203, -2.164)
H (-1.170, 1.542, -2.234)
H (-1.909, 0.886, -0.825)
H (1.722, -1.736, -1.001)
H (0.604, -2.721, -0.887)

---

Record 7
Formula: C5H12N2
Source: the Open Molecules 2025 dataset
Level of theory: ωB97M-V/def2-TZVPD

Computed properties:
ΔE to the lowest compared entry with this formula, charge and spin	5.114	eV
gap between HOMO and LUMO	0.228	Eh
total charge	0

Geometry (Å):
C (1.652, 0.463, 0.237)
C (-1.750, 0.879, -1.015)
C (-0.876, -0.142, 1.279)
C (2.089, -0.922, 0.514)
N (0.962, 0.777, -0.833)
C (-0.604, -0.059, -0.668)
N (-0.477, -1.245, -1.169)
H (0.830, 1.766, -1.002)
H (2.019, 1.268, 0.876)
H (-1.379, -1.667, -1.381)
H (-1.755, 1.067, -2.094)
H (-1.719, 1.800, -0.433)
H (-2.701, 0.398, -0.792)
H (1.331, -1.642, 0.205)
H (-1.939, -0.376, 1.304)
H (-0.721, 0.773, 1.855)
H (-0.306, -0.974, 1.681)
H (2.961, -1.123, -0.121)
H (2.384, -1.041, 1.557)

---

Record 8
Formula: C5H12N2
Source: the Open Molecules 2025 dataset
Level of theory: ωB97M-V/def2-TZVPD

Computed properties:
ΔE to the lowest compared entry with this formula, charge and spin	3.364	eV
gap between HOMO and LUMO	0.307	Eh
total charge	0
SMILES string	CC(C)=NN(C)C

Geometry (Å):
C (2.133, 1.148, 0.317)
C (1.135, 0.086, 0.270)
C (1.525, -1.316, -0.136)
N (-0.034, 0.640, 0.116)
N (-1.237, 0.064, -0.110)
C (-2.058, 1.187, -0.449)
C (-1.641, -1.214, 0.369)
H (2.112, 1.867, -0.597)
H (1.884, 1.820, 1.108)
H (3.174, 0.858, 0.351)
H (2.008, -1.387, -1.112)
H (0.709, -2.049, -0.404)
H (2.281, -1.734, 0.518)
H (-2.736, 1.005, -1.350)
H (-2.599, 1.541, 0.381)
H (-1.382, 1.939, -0.827)
H (-1.455, -1.951, -0.484)
H (-1.087, -1.478, 1.244)
H (-2.732, -1.026, 0.796)

---

Record 9
Formula: C5H12N2
Source: the Open Molecules 2025 dataset
Level of theory: ωB97M-V/def2-TZVPD

Computed properties:
ΔE to the lowest compared entry with this formula, charge and spin	1.752	eV
gap between HOMO and LUMO	0.361	Eh
total charge	0
SMILES string	[H]/N=C(/C)[C@H](C)NC

Geometry (Å):
H (1.315, -1.701, -1.414)
N (1.479, -1.795, -0.413)
C (1.209, -0.739, 0.259)
C (1.286, -0.836, 1.757)
C (0.422, 0.363, -0.348)
C (0.284, 1.644, 0.449)
N (-0.992, -0.520, -0.710)
C (-2.060, 0.018, -1.519)
H (1.694, -1.803, 2.030)
H (1.916, -0.040, 2.158)
H (0.301, -0.747, 2.214)
H (0.763, 0.561, -1.368)
H (-0.079, 1.454, 1.456)
H (1.253, 2.142, 0.532)
H (-0.400, 2.329, -0.052)
H (-1.351, -0.760, 0.208)
H (-2.460, 0.972, -1.154)
H (-2.886, -0.697, -1.551)
H (-1.696, 0.155, -2.534)

---

Record 10
Formula: C5H12N2
Source: the Open Molecules 2025 dataset
Level of theory: ωB97M-V/def2-TZVPD

Computed properties:
multiplicity	3
ΔE to the lowest compared entry with this formula, charge and spin	2.549	eV
gap between HOMO and LUMO (alpha / beta)	0.258 / 0.336	Eh
total charge	0

Geometry (Å):
C (2.179, 0.110, -0.027)
C (1.270, -0.790, -0.279)
C (2.033, 1.541, 0.264)
C (0.572, -1.995, -0.177)
C (-1.975, 1.054, -0.735)
N (-1.762, -0.686, 0.868)
N (-1.421, 0.581, 0.539)
H (3.028, -0.318, -0.429)
H (0.986, 1.664, 0.800)
H (1.954, 2.120, -0.748)
H (2.943, 1.907, 0.779)
H (1.169, -2.853, 0.324)
H (0.232, -2.216, -1.123)
H (-0.383, -2.076, 0.542)
H (-2.315, 0.341, -1.467)
H (-2.928, 1.753, -0.561)
H (-1.282, 1.734, -1.079)
H (-2.629, -1.082, 0.653)
H (-1.671, -0.788, 1.855)

---

Please write out number 1 again, unchanged.
Formula: C5H12N2
Source: the Open Molecules 2025 dataset
Level of theory: ωB97M-V/def2-TZVPD

Computed properties:
ΔE to the lowest compared entry with this formula, charge and spin	1.615	eV
gap between HOMO and LUMO	0.351	Eh
total charge	0
SMILES string	C=CCC(C)(N)N

Geometry (Å):
C (-2.444, -0.648, 0.459)
C (-1.599, -0.566, -0.589)
C (-0.687, 0.545, -0.805)
C (0.812, 0.276, 0.157)
C (1.798, -0.457, -0.738)
N (0.522, -0.461, 1.337)
N (1.269, 1.581, 0.485)
H (-3.119, -1.483, 0.562)
H (-2.778, 0.248, 0.965)
H (-1.389, -1.469, -1.154)
H (-1.075, 1.480, -0.401)
H (-0.408, 0.695, -1.844)
H (2.702, -0.688, -0.172)
H (1.361, -1.382, -1.104)
H (2.072, 0.173, -1.580)
H (-0.424, -0.191, 1.713)
H (0.423, -1.451, 1.142)
H (2.257, 1.761, 0.379)
H (0.705, 2.039, 1.188)